An isolated molecule of C5H10O2, computed with ωB97M-V/def2-TZVPD.

Atoms and positions in Å:
C (0.36131, 2.49541, -0.25287)
C (0.91129, 1.06649, -0.33930)
C (-0.12353, -0.04566, -0.08546)
O (-1.04369, -0.02431, -1.16239)
C (0.43927, -1.52408, 0.08009)
C (-0.66252, -2.54874, 0.28480)
O (-1.84017, -2.32900, 0.09829)
H (1.15494, 3.23353, -0.44143)
H (-0.43779, 2.64082, -0.98258)
H (-0.04340, 2.69671, 0.74397)
H (1.34347, 0.92520, -1.33552)
H (1.71566, 0.96635, 0.39438)
H (-0.64393, 0.20408, 0.85545)
H (-1.70725, -0.69246, -0.91455)
H (1.14203, -1.75615, 0.90609)
H (0.97948, -1.80174, -0.83797)
H (-0.34283, -3.55147, 0.66543)

Computed properties:
**Highest occupied orbital energy**: -0.3701 hartree
**SMILES**: CC[C@@H](O)CC=O
**Lowest unoccupied orbital energy**: 0.92 eV

A structure of composition C18H36F14N3O26S8Zr, computed with ωB97M-V/def2-TZVPD.

Atoms and positions in Å:
Zr (0.44557, 0.87096, -2.55716)
C (-3.80859, -0.32009, -5.38059)
F (-2.55111, 0.15422, -5.42503)
F (-4.59825, 0.64494, -4.93668)
F (-4.23901, -0.74924, -6.54352)
S (-3.87859, -1.79326, -4.19621)
O (-5.23872, -2.25712, -4.29789)
O (-2.80725, -2.65157, -4.66452)
N (-3.27306, -1.01840, -2.76362)
S (-4.22352, -1.42697, -1.55576)
O (-4.70479, -2.78669, -1.49616)
O (-3.44495, -1.10367, -0.34724)
C (-5.69491, -0.20656, -1.44123)
F (-6.53038, -0.37215, -2.45479)
F (-6.23960, -0.30097, -0.25958)
F (-5.18738, 1.03673, -1.53128)
C (1.08736, 4.95939, 1.58344)
F (1.18213, 4.49032, 2.81247)
F (-0.15159, 4.84163, 1.10693)
F (1.38823, 6.22710, 1.57051)
S (2.26994, 3.90951, 0.58345)
O (3.57144, 4.28633, 1.11013)
O (1.94373, 2.50428, 0.73349)
N (1.92375, 4.32169, -1.04812)
S (2.66401, 5.56407, -1.59156)
O (3.23315, 6.49785, -0.68614)
O (3.47018, 5.16023, -2.72180)
C (1.23169, 6.56103, -2.29189)
F (1.68814, 7.51718, -3.09940)
F (0.38592, 5.81485, -3.03802)
F (0.56919, 7.15443, -1.30114)
N (0.24389, 0.39284, -0.51434)
S (-0.80095, 0.74932, 0.66110)
O (-0.61138, 2.00150, 1.34907)
O (-1.46624, -0.31035, 1.34034)
F (-1.93721, 1.26955, -0.31473)
S (1.16214, -0.64756, 0.57069)
O (0.90156, -2.01231, 0.23552)
O (1.46460, -0.28635, 1.90352)
F (2.56812, -0.33289, -0.11549)
C (2.13069, -4.81019, 1.76550)
C (2.40808, -3.78945, 2.91777)
C (3.05275, -4.56857, 4.04110)
S (2.22575, -6.28005, 3.95898)
O (1.22834, -6.37141, 5.02092)
O (3.24801, -7.28428, 3.82815)
C (1.37523, -5.94522, 2.34884)
H (3.07560, -5.24393, 1.42822)
H (1.54984, -4.26752, 1.02208)
H (1.45849, -3.31853, 3.17826)
H (3.06762, -3.00402, 2.54332)
H (2.98043, -4.15571, 5.04358)
H (4.07376, -4.92225, 3.89151)
H (0.32853, -5.71212, 2.54606)
H (1.41482, -6.88430, 1.79808)
C (-0.15449, 2.15196, 4.61467)
C (0.27584, 0.67080, 4.60681)
O (-0.79977, -0.10148, 5.16593)
S (-1.71147, 0.82363, 6.10557)
O (-1.06159, 1.14089, 7.33664)
O (-3.04530, 0.32163, 6.07186)
O (-1.48977, 2.08222, 5.11063)
H (-0.11974, 2.67994, 3.66614)
H (0.36117, 2.79467, 5.33247)
H (1.16072, 0.44973, 5.19989)
H (0.30142, 0.24596, 3.60399)
C (1.60378, -2.16089, -2.82757)
C (0.09497, -2.38652, -2.83714)
O (-0.61363, -1.10983, -2.73140)
O (1.87341, -0.73026, -2.72385)
H (2.11856, -2.49436, -3.72604)
H (1.92521, -2.70813, -1.94224)
H (-0.19968, -2.82837, -1.88449)
H (-0.27001, -2.99274, -3.66385)
H (-1.59194, -1.31980, -2.77638)
H (2.83279, -0.62952, -2.90893)
C (-1.51762, 3.46533, -2.17581)
C (-2.46466, 2.40010, -2.69970)
O (-1.74145, 1.19294, -3.08485)
O (-0.20101, 2.96037, -1.96134)
H (-1.82812, 4.11139, -1.35234)
H (-1.43936, 4.23244, -2.95639)
H (-3.13616, 2.79659, -3.45730)
H (-3.09849, 2.10650, -1.86476)
H (-2.37374, 0.44071, -3.24507)
H (0.37126, 3.67924, -1.57648)
C (-2.35077, -3.21886, 2.44020)
C (-1.65818, -3.17691, 3.81875)
O (-0.81034, -2.06335, 3.89689)
O (-1.36462, -3.57153, 1.46180)
H (-2.88774, -2.31379, 2.14598)
H (-3.12226, -3.98895, 2.38343)
H (-1.17309, -4.15029, 3.90005)
H (-2.42611, -3.24352, 4.59519)
H (-1.17947, -1.21708, 4.15331)
H (-0.71783, -2.85969, 1.48840)
C (3.75091, 1.80852, -2.12144)
C (4.22866, 1.68719, -3.54669)
O (3.65521, 0.51632, -4.17123)
O (2.30352, 1.89036, -2.05311)
H (4.10968, 2.75322, -1.70901)
H (4.18568, 1.03953, -1.48107)
H (5.30886, 1.54037, -3.54004)
H (3.92860, 2.56102, -4.12852)
H (4.38860, 0.15494, -4.68066)
H (2.14441, 2.77110, -1.59006)

Computed properties:
**Highest occupied orbital energy**: -0.4162 hartree
**Charge**: +1
**Lowest unoccupied orbital energy**: -6.73 eV

A cluster of 2 separate species, C5H12NOS2 in total, computed with ωB97M-V/def2-TZVPD.

Atoms and positions in Å:
S (-1.83131, 0.38947, 2.05496)
C (-3.04367, 1.56372, 2.45425)
N (-4.12436, 2.10943, 3.15886)
S (-5.59609, 1.26821, 2.61088)
H (-5.51404, 1.38746, 1.19074)
H (-5.44918, -0.13408, 2.82881)
C (1.12252, -0.60388, -2.74244)
C (0.53770, -0.10205, -1.43406)
O (0.77784, -0.97804, -0.33605)
C (2.14121, -1.20026, 0.01396)
C (2.86321, 0.06234, 0.45053)
H (0.81438, -1.63651, -2.93463)
H (0.79422, 0.02554, -3.57504)
H (2.21615, -0.58744, -2.72282)
H (-0.55004, -0.03204, -1.54178)
H (0.89257, 0.90764, -1.20207)
H (2.67035, -1.69602, -0.80656)
H (2.13445, -1.90628, 0.85135)
H (2.99444, 0.75575, -0.38561)
H (3.85560, -0.18002, 0.84247)
H (2.29404, 0.58705, 1.22424)

Computed properties:
**Highest occupied orbital energy**: -0.4426 hartree
**Charge**: +1
**Lowest unoccupied orbital energy**: -6.59 eV

An isolated molecule of C3H6OS3, computed with ωB97M-V/def2-TZVPD.

Atoms and positions in Å:
C (-1.10753, -0.00096, 0.46120)
C (-0.48325, -1.24107, -0.15915)
C (-0.49886, 1.29935, -0.01597)
O (3.60630, 0.01139, -0.40028)
S (1.14288, -1.70691, 0.47600)
S (1.19163, 1.57489, 0.64059)
S (2.18161, 0.02838, -0.56936)
H (-2.08257, 0.13562, 0.07576)
H (-1.04222, -0.13700, 1.58998)
H (-1.15878, -2.22125, -0.06258)
H (-0.36757, -1.11989, -1.22007)
H (-0.25498, 1.26849, -1.02656)
H (-1.12665, 2.10895, 0.21044)

Computed properties:
**Highest occupied orbital energy**: -0.3269 hartree
**Lowest unoccupied orbital energy**: -0.08 eV

A structure of composition C28H32N5O4PTl, computed with ωB97M-V/def2-TZVPD.

Atoms and positions in Å:
Tl (0.52545, 1.17157, 2.18216)
N (3.31433, 0.46260, 1.87685)
C (3.48230, -0.92497, 2.30335)
C (2.64413, -1.84024, 1.42614)
N (1.20641, -1.65861, 1.62384)
C (0.50345, -2.87620, 2.01523)
C (-0.89981, -2.56331, 2.48349)
N (-1.66518, -1.94933, 1.39975)
H (3.76258, 1.11179, 2.51041)
H (3.68522, 0.61497, 0.94518)
H (4.52727, -1.26378, 2.27471)
H (3.12890, -1.00639, 3.33400)
H (2.91534, -1.65807, 0.37882)
H (2.91980, -2.87895, 1.63887)
H (0.77823, -1.33874, 0.76285)
H (0.46924, -3.59156, 1.17405)
H (1.05169, -3.36021, 2.82916)
H (-1.35341, -3.47832, 2.88915)
H (-0.83633, -1.83942, 3.29373)
H (-2.08414, -2.64317, 0.79340)
H (-2.40020, -1.35610, 1.76341)
C (4.95960, -0.49558, -2.95223)
C (4.31739, 0.68512, -2.61165)
C (2.97808, 0.67656, -2.23764)
C (2.26588, -0.51902, -2.18691)
C (2.92921, -1.70345, -2.51738)
C (4.25768, -1.69462, -2.90914)
P (0.54934, -0.65657, -1.54566)
C (-0.38240, -1.15913, -3.04309)
C (0.14799, -1.30405, -4.31997)
C (-0.65885, -1.70476, -5.37911)
C (-2.00674, -1.95573, -5.17635)
C (-2.54831, -1.80928, -3.90401)
C (-1.74037, -1.42387, -2.84768)
C (0.06903, 1.09285, -1.36512)
C (-0.27840, 1.83542, -2.49873)
C (-0.57063, 3.18304, -2.39880)
C (-0.49839, 3.79567, -1.15450)
C (-0.15341, 3.05455, -0.03029)
C (0.12248, 1.67268, -0.08930)
H (6.00231, -0.48541, -3.24368)
H (4.85836, 1.62316, -2.63698)
H (2.48765, 1.60399, -1.96949)
H (2.39499, -2.64643, -2.45427)
H (4.75183, -2.62382, -3.16454)
H (1.19662, -1.09760, -4.49749)
H (-0.22930, -1.81302, -6.36761)
H (-2.63399, -2.26434, -6.00310)
H (-3.59996, -2.00347, -3.73464)
H (-2.16189, -1.32061, -1.85267)
H (-0.32447, 1.35194, -3.46971)
H (-0.84337, 3.74857, -3.28164)
H (-0.71036, 4.85460, -1.05583)
H (-0.09096, 3.56223, 0.92968)
O (-5.73710, 1.07993, 4.49927)
C (-5.64212, 1.67129, 3.33314)
O (-6.58855, 2.20595, 2.78816)
C (-4.30111, 1.69267, 2.67694)
C (-4.10222, 2.31414, 1.46388)
N (-2.80960, 2.14996, 1.14958)
N (-2.14234, 1.46303, 2.08076)
C (-3.02268, 1.17003, 3.02543)
C (-2.55788, 0.36737, 4.22693)
O (-3.41391, 0.19408, 5.13628)
O (-1.36032, 0.05970, 4.24921)
H (-4.82337, 0.67968, 4.78753)
H (-4.80022, 2.84132, 0.83697)
H (-2.29693, 2.48697, 0.34772)
C (0.91813, 2.92509, 3.40062)
H (0.22739, 2.76183, 4.24256)
H (1.92091, 2.74381, 3.82595)

Computed properties:
**Highest occupied orbital energy (spin up / spin down)**: -0.1497 / -0.1496 hartree
**Charge**: -1
**Lowest unoccupied orbital energy (spin up / spin down)**: 2.24 / 2.24 eV

An isolated molecule of C4H8OS, computed with ωB97M-V/def2-TZVPD.

Atoms and positions in Å:
O (1.54293, -1.88174, -1.42864)
C (1.86255, -1.25992, -0.45019)
C (1.09229, -0.13040, 0.16125)
C (-0.31071, 0.10009, -0.37039)
C (-1.09391, 1.00580, 0.57291)
S (-2.82311, 1.22855, 0.05790)
H (2.78980, -1.53857, 0.07891)
H (1.73199, 0.76271, 0.17804)
H (1.03429, -0.43206, 1.21726)
H (-0.31504, 0.44809, -1.39925)
H (-0.79263, -0.88046, -0.37239)
H (-0.64356, 1.99807, 0.57253)
H (-1.08052, 0.59769, 1.57854)
H (-2.99440, -0.01785, -0.39649)

Computed properties:
**Highest occupied orbital energy**: -0.3374 hartree
**SMILES**: O=CCCCS
**Lowest unoccupied orbital energy**: 0.87 eV